The following is a DFT calculation (the ωB97M-V functional and the def2-TZVPD basis) of C7H10 in the gas phase.

Calculated values
* SMILES: C[C@@H]1[C@@H]2C=CC[C@H]12
* E_tot: -272.673403 Ha
* HOMO: -8.8309 eV
* multiplicity: 1
* frontier orbital gap: 0.368 Eh
* E_LUMO: 1.184 eV
* energy relative to the best compared isomer or geometry (same formula, charge and spin): 117.09 kJ/mol

Element x y z (Å)
C 1.076 -0.964 1.283
C 1.252 -0.317 -0.070
C 0.176 -0.257 -1.129
C -1.306 -0.462 -0.807
C -1.652 0.731 0.061
C -0.573 1.462 0.341
C 0.620 1.009 -0.432
H 1.089 -2.057 1.200
H 1.884 -0.672 1.964
H 0.128 -0.669 1.743
H 2.242 -0.483 -0.499
H 0.500 -0.465 -2.145
H -1.500 -1.395 -0.258
H -1.901 -0.512 -1.727
H -2.660 0.944 0.405
H -0.527 2.307 1.023
H 1.150 1.801 -0.953

---

The following is a DFT calculation (the ωB97M-V functional and the def2-TZVPD basis) of 2 unconnected molecules or ions with the total composition C5H14 in a non-equilibrium geometry.

Calculated values
* SMILES: CCC.CC
* E_tot: -198.872967 Ha
* HOMO: -11.1974 eV
* multiplicity: 1
* frontier orbital gap: 0.454 Eh
* E_LUMO: 1.148 eV
* energy relative to the best compared isomer or geometry (same formula, charge and spin): 42.51 kJ/mol

Element x y z (Å)
C -0.910 -0.900 1.707
C -2.014 -0.906 2.807
H -1.312 -1.365 0.810
H -0.630 0.126 1.492
H -0.068 -1.506 2.037
H -1.515 -0.569 3.721
H -2.442 -1.900 2.876
H -2.748 -0.125 2.637
C 0.836 0.896 -1.078
C 2.243 1.111 -1.637
C 0.046 -0.013 -2.041
H 0.893 0.539 -0.049
H 0.401 1.880 -0.926
H 2.185 1.501 -2.660
H -0.926 0.451 -2.232
H 0.418 -0.269 -3.034
H 2.822 0.194 -1.777
H 2.852 1.833 -1.087
H -0.132 -0.978 -1.567

---

The following is a DFT calculation (the ωB97M-V functional and the def2-TZVPD basis) of 3 unconnected molecules or ions with the total composition C4H15NO3 in a non-equilibrium geometry.

Calculated values
* SMILES: CCNCCO.O.O
* E_tot: -441.834317 Ha
* HOMO: -9.1053 eV
* multiplicity: 1
* frontier orbital gap: 0.359 Eh
* E_LUMO: 0.675 eV
* energy relative to the best compared isomer or geometry (same formula, charge and spin): 124.86 kJ/mol

Element x y z (Å)
C -0.802 -1.610 2.145
C -1.341 -0.247 1.725
N -0.499 0.350 0.660
C -1.113 1.353 -0.172
C -0.312 1.424 -1.475
O -1.000 0.821 -2.576
H -0.051 -1.459 2.932
H -1.570 -2.304 2.465
H -0.156 -2.106 1.414
H -2.325 -0.426 1.254
H -1.488 0.415 2.575
H -0.342 -0.479 0.099
H -2.174 1.173 -0.426
H -1.088 2.317 0.344
H 0.634 0.892 -1.367
H -0.044 2.419 -1.835
H -1.926 0.610 -2.419
H -0.222 -0.946 -2.368
H 0.769 -2.155 -2.616
O -0.074 -1.895 -2.214
H 4.443 0.218 0.341
H 5.739 0.596 0.956
O 4.943 1.041 0.560

---

The following is a DFT calculation (the ωB97M-V functional and the def2-TZVPD basis) of a molecular structure, C9H15BiCl2N in a non-equilibrium geometry.

Calculated values
* E_tot: -1541.636040 Ha
* charge: -1
* HOMO (alpha / beta): -3.1609 / -3.1593 eV
* multiplicity: 1
* frontier orbital gap (alpha / beta): 0.216 / 0.216 Eh
* E_LUMO (alpha / beta): 2.728 / 2.728 eV
* energy relative to the best compared isomer or geometry (same formula, charge and spin): 77.93 kJ/mol

Element x y z (Å)
Bi -0.975 -0.889 1.053
Cl -1.417 -0.223 -1.368
Cl 0.553 -0.111 3.018
C -2.196 -2.562 1.598
H -1.934 -3.174 2.478
H -2.265 -3.364 0.776
C 2.058 0.224 -0.088
C 1.503 -0.935 0.216
H 2.441 0.851 0.729
C 1.270 -2.061 -0.766
H 1.397 -1.256 1.246
C 2.038 -1.785 -2.065
H 1.549 -3.057 -0.427
H 0.187 -2.087 -0.950
C 1.815 -0.339 -2.550
H 3.117 -1.892 -1.932
H 1.778 -2.475 -2.905
C 2.015 0.779 -1.452
H 2.505 -0.061 -3.361
H 0.785 -0.224 -2.911
H 2.820 1.477 -1.680
H 1.096 1.347 -1.392
C -3.570 4.048 2.268
C -2.927 2.825 1.800
N -2.418 1.834 1.466
H -2.998 4.935 1.970
H -3.641 4.038 3.367
H -4.585 4.139 1.861

---

The following is a DFT calculation (the ωB97M-V functional and the def2-TZVPD basis) of C5H8O in the gas phase.

Calculated values
* SMILES: O[C@@]12CC[C@@H]1C2
* E_tot: -270.487599 Ha
* HOMO: -9.0737 eV
* multiplicity: 1
* frontier orbital gap: 0.370 Eh
* E_LUMO: 1.003 eV
* energy relative to the best compared isomer or geometry (same formula, charge and spin): 184.56 kJ/mol

Element x y z (Å)
O -0.528 -0.795 1.904
C -0.255 -0.168 0.699
C -1.301 0.288 -0.258
C -0.252 -0.692 -0.728
C 1.046 0.059 -1.007
C 1.067 0.550 0.471
H -1.464 -0.684 2.101
H -2.284 -0.154 -0.099
H -1.326 1.311 -0.637
H -0.523 -1.668 -1.119
H 1.884 -0.600 -1.244
H 0.981 0.840 -1.774
H 1.874 0.081 1.042
H 1.081 1.631 0.649

---

The following is a DFT calculation (the ωB97M-V functional and the def2-TZVPD basis) of a molecular structure, C4H6HgLiO7 in a non-equilibrium geometry.

Calculated values
* E_tot: -843.759132 Ha
* charge: -1
* HOMO: -2.0529 eV
* multiplicity: 1
* frontier orbital gap: 0.110 Eh
* E_LUMO: 0.930 eV

Element x y z (Å)
O -1.702 2.926 8.638
C -1.106 3.127 7.551
O -0.361 2.276 7.008
O -1.200 4.368 7.043
O 0.111 6.554 4.480
C -0.676 6.156 5.579
C -0.396 4.701 5.917
Li -0.993 1.109 8.469
H -1.733 6.279 5.301
H -0.460 6.791 6.453
H 0.667 4.562 6.159
H -0.651 4.056 5.065
C 2.348 7.141 3.247
O 1.488 7.932 2.755
O 3.374 6.758 2.450
H 3.326 7.256 1.626
Hg -0.427 8.284 3.259
O 2.490 6.887 4.472
H 1.094 6.777 4.807

---

The following is a DFT calculation (the ωB97M-V functional and the def2-TZVPD basis) of a molecular structure, C23H30AsAuN3O3PSTe.

Calculated values
* E_tot: -4663.594733 Ha
* HOMO: -7.4999 eV
* multiplicity: 1
* frontier orbital gap: 0.277 Eh
* E_LUMO: 0.046 eV
* energy relative to the best compared isomer or geometry (same formula, charge and spin): 0.00 kJ/mol

Element x y z (Å)
Au 0.049 -1.827 1.210
N 2.064 -4.338 -2.348
C 3.392 -4.207 -1.994
C 4.554 -4.817 -2.455
C 5.735 -4.425 -1.857
C 5.759 -3.458 -0.838
C 4.602 -2.857 -0.388
C 3.400 -3.245 -0.978
N 2.109 -2.807 -0.724
C 1.357 -3.484 -1.546
C -0.093 -3.345 -1.618
C -0.921 -3.741 -2.620
S -2.529 -3.299 -2.261
C -2.022 -2.611 -0.793
N -0.736 -2.706 -0.587
H 1.678 -4.999 -2.997
H 4.539 -5.561 -3.241
H 6.665 -4.873 -2.180
H 6.710 -3.182 -0.401
H 4.612 -2.111 0.395
H -0.664 -4.216 -3.551
H -2.686 -2.126 -0.083
C -0.341 1.679 -3.849
As -0.373 0.167 -2.602
C -1.714 0.923 -1.392
C 1.288 0.579 -1.593
C 1.347 1.937 -0.972
C 1.888 3.026 -1.655
C 1.914 4.288 -1.077
C 1.400 4.483 0.197
C 0.864 3.405 0.889
C 0.837 2.147 0.308
H -0.228 2.625 -3.319
H -1.278 1.690 -4.406
H 0.478 1.560 -4.558
H -1.443 1.939 -1.102
H -1.836 0.314 -0.494
H -2.668 0.944 -1.922
H 2.099 0.435 -2.310
H 1.383 -0.204 -0.839
H 2.302 2.879 -2.646
H 2.342 5.119 -1.623
H 1.425 5.466 0.650
H 0.466 3.534 1.888
H 0.420 1.313 0.862
C -2.881 3.645 1.286
C -3.286 2.230 1.622
O -2.148 1.575 2.223
P -2.302 0.029 2.632
O -2.912 -0.790 1.561
Te -0.077 -0.552 3.411
O -3.299 0.059 3.887
C -2.966 0.809 5.063
C -4.136 0.732 6.014
H -3.719 4.172 0.828
H -2.043 3.647 0.589
H -2.581 4.185 2.185
H -3.578 1.673 0.731
H -4.120 2.210 2.328
H -2.746 1.843 4.783
H -2.067 0.380 5.514
H -5.029 1.161 5.561
H -3.910 1.283 6.927
H -4.345 -0.305 6.275

---

The following is a DFT calculation (the ωB97M-V functional and the def2-TZVPD basis) of a molecular structure, C8H21ClGdIO2P2 in a non-equilibrium geometry.

Calculated values
* E_tot: -2673.692731 Ha
* charge: +2
* HOMO (alpha / beta): -16.2795 / -16.3044 eV
* multiplicity: 8
* frontier orbital gap (alpha / beta): 0.251 / 0.322 Eh
* <S²>: 16.002
* E_LUMO (alpha / beta): -9.460 / -7.552 eV
* energy relative to the best compared isomer or geometry (same formula, charge and spin): 99.79 kJ/mol

Element x y z (Å)
C 0.092 -4.787 -3.295
I 0.490 -2.966 -2.058
H -0.987 -4.966 -3.280
H 0.637 -5.627 -2.856
H 0.443 -4.592 -4.313
Gd -0.186 -0.429 0.106
P -0.117 1.331 -2.094
C 1.362 1.760 -3.102
C -1.257 0.809 -3.423
H -1.722 2.927 -1.252
H -0.884 3.549 -2.728
H -0.070 3.554 -1.118
C -0.764 3.017 -1.776
H -2.240 0.628 -2.984
H -1.307 1.595 -4.180
H 1.057 2.433 -3.923
H 1.806 0.833 -3.493
H -0.908 -0.133 -3.851
H 2.102 2.244 -2.451
C 2.136 -0.349 -0.712
O 3.285 -0.332 -0.787
Cl -2.569 0.144 -0.061
C 0.731 0.932 4.773
P 0.062 0.083 3.359
C 0.790 -1.561 3.515
C -1.712 0.353 3.495
O 0.548 0.654 2.013
H 0.619 0.253 5.631
H 0.158 1.846 4.962
H 1.778 1.200 4.628
H 0.644 -1.880 4.564
H 0.355 -2.313 2.836
H 1.862 -1.481 3.270
H -2.036 1.150 2.809
H -2.302 -0.532 3.236
H -1.896 0.651 4.544